{"formula": "C21H41IrN7OSi4", "method": "ωB97M-V/def2-TZVPD", "gap_ev": [7.48, 7.31], "total_charge": 2, "e_lumo_ev": [-5.9, -6.9], "e_homo_ev": [-13.4, -14.2], "fmax_ev_per_a": 0.55, "relative_energy_ev": 0.345, "total_energy_ha": -2545.14886, "multiplicity": 2, "symbols": ["Ir", "Si", "Si", "Si", "Si", "O", "N", "N", "N", "N", "N", "N", "N", "C", "C", "C", "C", "C", "C", "C", "C", "C", "C", "C", "C", "C", "C", "C", "C", "C", "C", "C", "C", "C", "H", "H", "H", "H", "H", "H", "H", "H", "H", "H", "H", "H", "H", "H", "H", "H", "H", "H", "H", "H", "H", "H", "H", "H", "H", "H", "H", "H", "H", "H", "H", "H", "H", "H", "H", "H", "H", "H", "H", "H", "H"], "xyz": [[0.57409, 0.87670, 0.96768], [-0.68371, -2.14457, -1.82610], [3.11435, -1.14338, -1.49981], [1.18578, -1.12442, 2.18812], [0.93561, -0.88074, -0.51700], [-5.19129, 2.79752, 0.45355], [-3.48085, 0.51629, 2.10522], [-4.08680, 4.57035, 1.35002], [-2.22902, -0.01576, 0.36950], [-3.42407, 0.13528, 0.84247], [-0.80531, 2.26746, -0.36252], [-4.51539, -0.00646, 0.01834], [-1.42896, 0.26932, 1.37304], [-1.49842, -0.99363, -3.04728], [2.96138, -1.33806, 2.72270], [3.59690, -2.94344, -1.42242], [4.50273, -0.12596, -0.77219], [0.27164, -3.45711, -2.75024], [-2.02507, 2.51444, -2.39908], [2.75545, -0.48737, -3.21668], [1.85639, 1.85432, 2.64300], [0.07282, -1.35851, 3.67187], [2.23596, 2.30137, 0.41252], [1.07856, 2.96732, 2.26996], [-0.89554, 2.13845, -1.68574], [-4.21769, 3.52047, 0.50892], [-3.12792, 2.97628, -1.70697], [-1.95983, -3.06727, -0.80478], [-3.01431, 3.17971, -0.33343], [0.85542, -2.72415, 1.16047], [2.59925, 1.43244, 1.48537], [1.38275, 3.31340, 0.93786], [-2.20545, 0.59804, 2.42342], [-1.82268, 2.85962, 0.27942], [0.95543, 4.12974, 0.37962], [-2.32837, -2.53387, 0.07015], [3.64934, -0.59931, -3.83591], [-4.06513, 3.17975, -2.20887], [5.35994, -0.30624, -1.42915], [1.28589, -3.46665, 1.84365], [3.32825, -0.53204, 3.35937], [-3.40393, 5.28721, 1.17089], [-5.30263, 0.47492, 0.44395], [-2.17485, -0.30209, -2.54937], [-4.90353, 4.83638, 1.88078], [1.33136, -2.99767, 0.20831], [-1.56939, -4.03058, -0.47271], [-0.21221, -2.92881, 1.09378], [-1.70072, 2.99988, 1.34789], [0.68327, -4.21375, -2.08053], [-4.71506, -0.99251, -0.12074], [0.41284, 3.50749, 2.92696], [4.81306, -0.41442, 0.23196], [4.31512, 0.94676, -0.78708], [-0.78332, -0.42938, -3.64906], [3.79546, -3.24619, -0.39151], [2.68562, 2.28597, -0.56606], [-2.81033, -3.28051, -1.45907], [-0.45371, -3.96895, -3.39083], [4.52295, -3.09314, -1.98376], [1.06687, -3.08501, -3.39510], [2.84960, -3.61106, -1.84156], [3.00881, -2.25643, 3.31353], [-1.83841, 0.89806, 3.38939], [3.41287, 0.73297, 1.46306], [0.51219, -2.14711, 4.28855], [-2.08901, -1.60188, -3.73841], [2.53944, 0.58413, -3.15935], [3.64940, -1.46279, 1.88495], [1.91408, 1.41630, 3.62746], [1.92939, -0.97219, -3.73764], [-0.04540, 1.69207, -2.18802], [-2.05132, 2.38191, -3.47145], [-0.92702, -1.68409, 3.38613], [-0.01357, -0.47477, 4.30658]], "forces_ev_per_angstrom": [[-0.106, -0.300, 0.113], [0.030, 0.028, 0.039], [-0.178, -0.065, 0.118], [0.059, -0.292, 0.059], [0.063, -0.099, -0.123], [-0.053, 0.018, 0.059], [-0.010, -0.097, 0.056], [-0.081, 0.003, -0.054], [-0.058, -0.025, -0.075], [0.021, -0.028, -0.019], [-0.233, 0.298, -0.400], [-0.094, -0.267, -0.092], [0.159, 0.073, 0.177], [-0.009, 0.008, 0.006], [0.002, 0.080, 0.048], [0.039, 0.041, 0.014], [0.034, 0.033, -0.082], [0.030, -0.019, 0.013], [-0.014, -0.043, -0.025], [0.062, 0.079, -0.010], [0.093, -0.144, 0.147], [0.039, -0.027, -0.023], [0.198, 0.028, 0.103], [-0.154, 0.070, 0.096], [-0.029, -0.015, 0.020], [0.080, 0.084, -0.025], [-0.006, 0.028, 0.027], [0.002, 0.033, 0.052], [-0.022, 0.016, -0.032], [-0.189, 0.014, 0.003], [0.099, 0.242, -0.058], [-0.018, -0.022, -0.063], [-0.060, 0.025, -0.062], [0.104, -0.034, 0.061], [0.019, 0.005, 0.011], [-0.028, 0.006, -0.016], [-0.020, 0.015, -0.028], [0.008, 0.006, -0.011], [0.031, 0.036, 0.040], [0.058, 0.063, 0.028], [0.052, -0.031, 0.001], [0.023, -0.012, 0.002], [0.077, 0.198, -0.029], [-0.045, 0.072, 0.010], [-0.001, -0.007, 0.012], [0.028, 0.006, -0.020], [0.013, 0.008, -0.008], [0.031, -0.064, -0.030], [-0.008, 0.038, -0.021], [0.028, -0.005, -0.003], [0.016, -0.014, 0.089], [0.019, 0.005, 0.000], [-0.016, -0.066, -0.020], [0.058, -0.016, -0.023], [0.010, 0.018, 0.014], [0.001, -0.015, -0.002], [-0.057, 0.060, -0.036], [-0.004, 0.014, 0.012], [0.008, 0.003, -0.002], [-0.003, 0.022, -0.002], [-0.004, 0.007, 0.010], [-0.042, -0.067, -0.026], [-0.020, -0.001, 0.003], [0.000, -0.007, -0.001], [-0.059, -0.059, -0.011], [-0.036, -0.016, -0.009], [0.011, -0.001, 0.011], [0.005, -0.002, -0.061], [-0.006, 0.025, -0.012], [0.047, 0.072, 0.019], [0.007, -0.039, 0.046], [-0.005, -0.008, -0.003], [0.003, 0.004, -0.003], [-0.030, -0.003, 0.038], [0.031, 0.027, -0.037]], "mulliken_spin": [0.544, 0.003, -0.003, 0.006, -0.024, 0.001, 0.001, 0.000, -0.008, 0.001, 0.006, 0.000, 0.012, -0.001, -0.004, 0.001, -0.001, 0.001, 0.006, 0.001, 0.163, -0.004, -0.023, -0.034, -0.019, 0.000, -0.003, 0.000, 0.006, -0.006, 0.021, 0.281, 0.005, 0.000, 0.017, 0.000, 0.000, 0.000, 0.000, 0.000, 0.000, 0.000, 0.000, 0.001, 0.000, 0.002, 0.000, 0.000, -0.002, 0.000, 0.000, -0.001, 0.000, 0.000, 0.000, 0.000, 0.023, 0.000, 0.000, 0.000, 0.000, 0.000, 0.000, -0.002, 0.012, -0.001, 0.000, 0.000, 0.000, 0.010, 0.000, 0.012, 0.000, 0.001, 0.000]}